Computed, not measured: a structure of composition C19H28F5O3OsTe in a non-equilibrium geometry, with wB97M-V/def2-TZVPD.

```
! RIJCOSX wB97M-V def2-TZVPD def2/J DEFGRID3
* xyz 1 5
O -0.113 0.046 -2.217
C 0.931 -0.500 -3.177
C 0.428 0.406 -4.294
H 0.736 -1.576 -3.288
H 1.938 -0.309 -2.773
C -0.720 0.818 -3.319
H 0.107 -0.109 -5.193
H 1.109 1.236 -4.499
C -2.047 0.197 -3.688
H -1.972 -0.904 -3.707
H -2.362 0.544 -4.690
H -2.839 0.485 -2.969
C -0.830 2.285 -2.996
H 0.164 2.737 -2.857
H -1.422 2.438 -2.072
H -1.343 2.810 -3.819
Os -0.020 -0.008 0.205
C 0.821 1.521 1.551
C 1.774 0.458 1.423
C 2.329 0.512 0.108
H 2.060 -0.221 2.212
C 1.720 1.598 -0.592
C 0.770 2.211 0.294
H 0.171 3.099 0.071
H 0.292 1.798 2.461
H 3.084 -0.159 -0.289
H 1.953 1.913 -1.606
C -1.417 -0.441 1.853
C -1.880 0.744 1.209
C -2.290 0.395 -0.125
H -1.961 1.736 1.652
C -2.077 -1.015 -0.295
C -1.564 -1.534 0.935
H -1.307 -2.571 1.130
H -1.061 -0.524 2.873
H -2.764 1.073 -0.836
H -2.292 -1.604 -1.182
O 0.697 -1.666 -7.335
C 0.252 -0.569 -8.199
C 0.412 -0.949 -9.683
H 0.874 0.337 -7.972
H -0.794 -0.327 -7.918
C 1.633 -1.910 -9.614
H 0.561 -0.102 -10.328
H -0.472 -1.529 -9.993
C 1.397 -2.598 -8.252
H 2.550 -1.302 -9.548
H 1.688 -2.598 -10.439
H 2.334 -2.915 -7.760
H 0.764 -3.509 -8.400
F 0.042 -4.197 1.596
Te 1.625 -3.071 1.480
F 0.768 -1.869 2.865
F 3.257 -1.977 1.424
F 2.343 -3.956 2.984
F 2.413 -4.250 0.234
O 0.789 -1.849 -0.128
*
```

## Properties
energy relative to the best compared isomer or geometry (same formula, charge and spin)	0.00	kcal/mol
E_tot	-1824.03458	hartree